Record 1
Formula: C56H147N9O21
Source: the OMol25 dataset
Level of theory: ωB97M-V/def2-TZVPD

Positions of all 233 atoms, in Å:
C: -21.135 29.149 -7.693
O: -21.575 30.452 -7.926
C: -22.865 30.485 -8.525
C: -23.229 31.928 -8.756
N: -22.594 32.539 -9.922
C: -22.952 33.920 -10.147
C: -22.209 34.518 -11.333
O: -22.301 35.930 -11.244
C: -21.558 36.547 -12.273
H: -21.738 28.668 -6.903
H: -20.134 29.086 -7.258
H: -21.134 28.468 -8.553
H: -23.586 29.953 -7.898
H: -22.813 29.987 -9.502
H: -22.918 32.534 -7.892
H: -24.313 32.016 -8.852
H: -21.586 32.459 -9.875
H: -22.743 34.559 -9.273
H: -24.026 34.017 -10.319
H: -22.683 34.165 -12.258
H: -21.153 34.232 -11.387
H: -20.470 36.463 -12.180
H: -21.748 37.615 -12.163
H: -21.868 36.204 -13.262
C: -22.163 27.450 -13.421
O: -21.006 27.533 -12.618
C: -20.834 28.801 -12.025
C: -19.492 28.695 -11.293
N: -18.788 29.958 -11.201
C: -19.448 30.900 -10.284
C: -18.805 32.275 -10.306
O: -19.634 33.179 -9.596
C: -18.948 34.373 -9.303
H: -22.110 28.149 -14.259
H: -23.079 27.569 -12.832
H: -22.242 26.434 -13.815
H: -21.629 29.028 -11.296
H: -20.942 29.663 -12.694
H: -18.852 28.074 -11.924
H: -19.589 28.172 -10.334
H: -17.818 29.899 -10.891
H: -19.416 30.457 -9.283
H: -20.496 31.001 -10.569
H: -18.662 32.595 -11.344
H: -17.831 32.204 -9.807
H: -18.612 34.911 -10.197
H: -18.094 34.233 -8.634
H: -19.713 34.984 -8.818
C: -27.460 24.530 -4.358
O: -27.345 25.070 -5.649
C: -26.553 26.213 -5.687
C: -26.459 26.725 -7.127
N: -25.571 25.881 -7.937
C: -25.435 26.539 -9.250
C: -24.787 25.600 -10.271
O: -25.088 26.061 -11.573
C: -24.502 25.249 -12.572
H: -27.799 23.496 -4.400
H: -28.174 25.108 -3.759
H: -26.514 24.521 -3.804
H: -25.553 26.063 -5.258
H: -26.944 27.078 -5.125
H: -26.081 27.748 -7.114
H: -27.476 26.786 -7.530
H: -26.093 25.023 -8.106
H: -24.758 27.388 -9.136
H: -26.409 26.857 -9.632
H: -25.278 24.625 -10.129
H: -23.717 25.465 -10.089
H: -23.421 25.227 -12.424
H: -24.727 25.717 -13.531
H: -24.976 24.264 -12.611
C: -23.438 28.814 -6.012
O: -23.085 29.349 -4.749
C: -24.078 29.099 -3.777
C: -23.708 29.834 -2.506
N: -24.475 29.378 -1.353
C: -24.069 29.987 -0.098
C: -22.665 29.706 0.372
O: -22.502 28.353 0.737
C: -21.186 28.120 1.196
H: -22.823 29.328 -6.750
H: -24.488 29.068 -6.194
H: -23.268 27.735 -6.074
H: -24.200 28.031 -3.563
H: -25.056 29.426 -4.158
H: -23.803 30.924 -2.609
H: -22.670 29.608 -2.268
H: -25.468 29.494 -1.498
H: -24.832 29.746 0.647
H: -24.205 31.084 -0.139
H: -22.419 30.333 1.238
H: -21.952 30.006 -0.407
H: -20.465 28.465 0.449
H: -21.068 27.068 1.448
H: -21.039 28.649 2.148
C: -14.437 30.095 -13.890
O: -14.365 29.769 -12.528
C: -15.136 30.702 -11.798
C: -15.223 30.302 -10.341
N: -16.076 29.122 -10.158
C: -16.261 28.814 -8.737
C: -16.781 27.416 -8.591
O: -15.781 26.471 -8.896
C: -16.231 25.142 -8.861
H: -13.829 29.459 -14.534
H: -14.140 31.133 -14.076
H: -15.448 29.982 -14.301
H: -16.146 30.848 -12.196
H: -14.673 31.697 -11.832
H: -15.627 31.167 -9.811
H: -14.197 30.121 -9.997
H: -15.581 28.327 -10.555
H: -16.994 29.472 -8.259
H: -15.290 28.937 -8.236
H: -17.641 27.299 -9.268
H: -17.171 27.197 -7.588
H: -16.558 24.865 -7.850
H: -15.438 24.443 -9.118
H: -17.077 25.009 -9.543
C: -14.308 29.948 1.735
O: -14.976 29.269 0.699
C: -15.069 30.027 -0.498
C: -15.950 29.379 -1.553
N: -17.342 29.822 -1.367
C: -18.253 29.356 -2.396
C: -18.488 27.843 -2.347
O: -19.420 27.455 -3.337
C: -20.758 27.493 -2.892
H: -14.642 30.979 1.882
H: -13.216 29.958 1.657
H: -14.554 29.362 2.621
H: -14.048 30.088 -0.909
H: -15.303 31.077 -0.298
H: -15.884 28.291 -1.479
H: -15.612 29.763 -2.515
H: -17.667 29.467 -0.472
H: -17.832 29.597 -3.379
H: -19.204 29.895 -2.405
H: -18.819 27.585 -1.330
H: -17.571 27.269 -2.470
H: -21.042 28.490 -2.546
H: -20.855 26.810 -2.039
H: -21.443 27.157 -3.666
C: -16.767 26.674 -15.656
O: -17.471 26.185 -14.532
C: -18.809 25.871 -14.847
C: -19.364 25.059 -13.699
N: -18.736 23.748 -13.623
C: -19.141 23.137 -12.378
C: -20.599 22.728 -12.280
O: -20.944 22.791 -10.928
C: -22.194 22.240 -10.597
H: -15.743 26.954 -15.433
H: -17.271 27.556 -16.069
H: -16.799 25.882 -16.413
H: -18.857 25.275 -15.768
H: -19.400 26.776 -15.027
H: -20.445 24.967 -13.825
H: -19.243 25.562 -12.730
H: -17.736 23.911 -13.568
H: -18.990 23.843 -11.545
H: -18.558 22.239 -12.176
H: -20.728 21.738 -12.746
H: -21.304 23.326 -12.879
H: -22.987 22.599 -11.262
H: -22.433 22.597 -9.596
H: -22.274 21.150 -10.664
C: -21.026 34.678 -3.605
O: -20.308 34.345 -4.784
C: -20.482 33.012 -5.178
C: -19.489 32.624 -6.255
N: -18.112 32.882 -5.817
C: -17.567 31.977 -4.817
C: -17.283 30.556 -5.310
O: -18.398 29.757 -5.653
C: -19.262 29.472 -4.567
H: -22.092 34.763 -3.822
H: -20.609 35.597 -3.206
H: -20.868 33.884 -2.870
H: -21.491 32.907 -5.609
H: -20.483 32.260 -4.377
H: -19.673 33.382 -7.022
H: -19.544 31.631 -6.687
H: -17.992 33.841 -5.529
H: -18.163 31.986 -3.891
H: -16.597 32.391 -4.530
H: -16.681 30.020 -4.568
H: -16.673 30.689 -6.205
H: -20.001 30.259 -4.419
H: -18.714 29.349 -3.625
H: -19.725 28.508 -4.768
C: -20.744 26.535 -9.814
C: -19.974 25.728 -8.761
C: -19.746 26.433 -7.454
O: -18.883 27.535 -7.777
C: -18.696 28.401 -6.697
N: -20.646 24.441 -8.495
H: -21.009 25.930 -10.686
H: -20.230 27.448 -10.121
H: -21.736 26.885 -9.492
H: -18.979 25.590 -9.194
H: -19.223 25.838 -6.701
H: -20.667 26.826 -7.003
H: -19.631 28.887 -6.390
H: -18.052 29.253 -6.940
H: -18.197 27.915 -5.852
H: -20.887 24.042 -9.393
H: -21.491 24.650 -7.960
C: -15.246 29.802 -5.913
O: -14.559 30.136 -4.704
H: -15.370 28.720 -6.003
H: -16.248 30.224 -5.869
H: -14.674 30.197 -6.752
H: -13.622 29.940 -4.766
C: -22.928 24.518 -5.577
O: -23.000 24.756 -6.963
H: -23.876 24.053 -5.261
H: -22.215 23.733 -5.327
H: -22.868 25.377 -4.900
H: -23.872 25.151 -7.167
C: -21.961 20.942 -6.945
O: -23.130 20.392 -6.318
H: -22.136 21.934 -7.367
H: -21.151 20.859 -6.225
H: -21.708 20.297 -7.795
H: -23.678 20.070 -7.038
C: -18.226 22.952 -6.568
O: -18.241 23.055 -7.981
H: -19.184 22.565 -6.206
H: -17.451 22.256 -6.246
H: -17.996 23.923 -6.117
H: -19.028 23.623 -8.183

Values from the calculation:
Calculated total energy ... -4293.43713 a.u.



Record 2
Formula: C56H148N18O16P6S5
Source: the OMol25 dataset
Level of theory: ωB97M-V/def2-TZVPD

Positions of all 249 atoms, in Å:
C: 5.210 3.722 -5.078
N: 4.017 3.677 -5.882
C: 4.026 2.693 -6.932
P: 2.481 4.197 -5.389
O: 2.510 5.284 -4.386
N: 1.649 4.703 -6.724
C: 2.127 6.019 -7.214
C: 0.811 3.891 -7.525
N: 1.693 2.798 -4.977
C: 2.353 1.566 -4.556
C: 0.301 2.959 -4.547
H: 6.129 4.022 -5.582
H: 5.494 2.784 -4.571
H: 4.964 4.442 -4.216
H: 3.137 2.820 -7.527
H: 4.020 1.628 -6.580
H: 4.819 2.835 -7.661
H: 2.675 6.547 -6.491
H: 2.667 5.976 -8.115
H: 1.245 6.634 -7.330
H: -0.034 4.453 -7.898
H: 1.316 3.424 -8.398
H: 0.356 3.024 -7.049
H: 3.301 1.667 -4.044
H: 1.594 1.009 -3.984
H: 2.588 0.873 -5.436
H: -0.185 3.779 -5.022
H: 0.329 2.923 -3.440
H: -0.274 2.109 -5.003
C: 5.782 -4.825 2.556
N: 4.927 -3.840 3.140
C: 5.488 -2.484 3.151
P: 3.826 -4.380 4.207
O: 2.994 -5.532 3.759
N: 4.690 -4.854 5.571
C: 5.275 -3.808 6.379
C: 4.359 -6.031 6.344
N: 3.002 -2.974 4.548
C: 2.193 -3.038 5.802
C: 2.464 -2.068 3.574
H: 6.487 -4.376 1.860
H: 5.194 -5.570 1.905
H: 6.408 -5.428 3.258
H: 5.358 -2.016 2.180
H: 6.588 -2.537 3.114
H: 5.195 -1.815 3.995
H: 6.056 -4.272 7.002
H: 5.659 -3.012 5.751
H: 4.554 -3.463 7.115
H: 4.254 -6.862 5.742
H: 5.256 -6.283 6.941
H: 3.460 -5.845 6.995
H: 2.141 -2.067 6.239
H: 1.160 -3.362 5.651
H: 2.640 -3.699 6.518
H: 3.076 -1.915 2.654
H: 2.383 -1.009 3.972
H: 1.461 -2.305 3.242
C: -3.932 -4.619 -5.112
N: -3.829 -4.684 -3.645
C: -5.076 -4.364 -2.953
P: -2.396 -4.172 -3.004
O: -2.229 -2.683 -2.967
N: -2.509 -4.854 -1.529
C: -2.912 -6.204 -1.213
C: -1.848 -4.210 -0.378
N: -1.194 -4.821 -3.888
C: -0.958 -6.195 -4.048
C: -0.203 -4.070 -4.604
H: -4.351 -3.637 -5.441
H: -4.626 -5.320 -5.506
H: -2.980 -4.767 -5.570
H: -4.938 -4.261 -1.906
H: -5.810 -5.173 -3.175
H: -5.478 -3.410 -3.299
H: -1.948 -6.715 -0.762
H: -3.580 -6.211 -0.360
H: -3.172 -6.757 -2.063
H: -0.793 -4.562 -0.283
H: -1.793 -3.157 -0.588
H: -2.430 -4.493 0.500
H: -1.596 -6.717 -3.345
H: -1.168 -6.530 -5.085
H: 0.064 -6.445 -3.832
H: -0.050 -4.656 -5.522
H: 0.724 -4.033 -3.998
H: -0.554 -3.062 -4.830
C: 2.517 4.759 3.437
N: 2.081 4.705 4.795
C: 2.402 5.852 5.645
P: 1.479 3.345 5.376
O: 0.454 3.694 6.409
N: 0.879 2.562 4.037
C: 1.714 1.820 3.206
C: -0.382 2.983 3.492
N: 2.648 2.274 5.847
C: 3.825 2.715 6.586
C: 2.169 0.950 6.260
H: 3.053 3.914 3.107
H: 3.160 5.645 3.365
H: 1.771 4.878 2.689
H: 3.499 5.943 5.656
H: 2.083 5.606 6.657
H: 1.821 6.672 5.269
H: 1.243 0.880 2.969
H: 2.070 2.312 2.343
H: 2.633 1.505 3.693
H: -0.798 3.633 4.267
H: -0.397 3.561 2.598
H: -1.093 2.108 3.374
H: 4.133 3.739 6.251
H: 3.572 2.736 7.655
H: 4.710 2.080 6.484
H: 1.701 1.047 7.243
H: 3.019 0.284 6.225
H: 1.376 0.566 5.575
C: -1.460 -0.299 6.500
N: -2.014 -0.695 5.214
C: -1.066 -1.354 4.312
P: -3.635 -0.873 5.096
O: -4.028 -1.231 3.697
N: -4.174 -2.057 6.072
C: -4.801 -3.277 5.480
C: -3.959 -1.968 7.558
N: -4.237 0.483 5.801
C: -3.750 1.809 5.361
C: -5.651 0.575 6.072
H: -2.246 0.071 7.088
H: -0.635 0.415 6.389
H: -1.070 -1.140 7.014
H: -0.283 -0.643 4.044
H: -1.500 -1.808 3.409
H: -0.631 -2.194 4.836
H: -5.784 -3.487 5.982
H: -4.886 -3.115 4.415
H: -4.239 -4.124 5.677
H: -3.988 -0.897 7.849
H: -4.740 -2.519 8.082
H: -3.010 -2.411 7.901
H: -2.655 1.845 5.248
H: -4.125 2.015 4.355
H: -4.076 2.534 6.105
H: -6.024 -0.217 6.705
H: -6.285 0.520 5.156
H: -5.881 1.531 6.561
C: -2.592 1.216 -6.343
N: -3.609 1.331 -5.395
C: -3.936 0.094 -4.649
P: -3.979 2.797 -4.744
O: -2.990 3.489 -3.950
N: -4.251 3.667 -6.079
C: -4.699 3.197 -7.360
C: -4.344 5.110 -5.933
N: -5.404 2.455 -3.891
C: -5.232 2.637 -2.416
C: -6.704 1.936 -4.291
H: -1.738 0.716 -5.898
H: -2.374 2.171 -6.780
H: -3.030 0.625 -7.166
H: -3.038 -0.422 -4.273
H: -4.410 -0.656 -5.327
H: -4.703 0.276 -3.916
H: -4.271 2.246 -7.644
H: -5.816 3.063 -7.370
H: -4.371 3.899 -8.123
H: -5.363 5.489 -5.844
H: -3.844 5.490 -5.065
H: -3.902 5.644 -6.796
H: -4.173 2.740 -2.166
H: -5.791 3.513 -2.087
H: -5.785 1.878 -1.893
H: -6.930 1.039 -3.741
H: -6.731 1.764 -5.386
H: -7.480 2.695 -4.121
O: 5.213 0.621 -2.969
S: 5.772 1.253 -1.839
O: 7.139 1.749 -2.018
C: 4.844 2.603 -1.246
C: 4.483 2.176 0.194
C: 5.552 1.214 0.729
C: 5.691 0.232 -0.448
H: 4.011 2.769 -1.900
H: 5.415 3.532 -1.376
H: 4.440 3.011 0.867
H: 3.487 1.717 0.189
H: 5.305 0.683 1.624
H: 6.518 1.699 0.739
H: 4.854 -0.417 -0.699
H: 6.626 -0.291 -0.554
O: 3.561 -3.510 -0.578
S: 2.551 -4.576 -0.519
O: 1.533 -4.551 -1.594
C: 3.425 -6.149 -0.467
C: 2.861 -6.889 0.740
C: 1.433 -6.240 0.979
C: 1.749 -4.749 1.062
H: 4.490 -5.918 -0.492
H: 3.139 -6.722 -1.364
H: 2.692 -7.963 0.489
H: 3.392 -6.764 1.666
H: 0.993 -6.640 1.902
H: 0.851 -6.471 0.054
H: 2.318 -4.512 1.938
H: 0.942 -3.989 1.106
O: -7.220 -1.903 -0.187
S: -6.418 -1.761 1.021
O: -6.942 -2.272 2.214
C: -4.702 -2.378 0.767
C: -4.224 -1.230 -0.167
C: -4.571 0.089 0.535
C: -5.969 -0.046 1.188
H: -4.795 -3.333 0.259
H: -4.275 -2.371 1.758
H: -3.160 -1.229 -0.415
H: -4.847 -1.354 -1.074
H: -4.476 0.937 -0.193
H: -3.865 0.105 1.345
H: -6.720 0.654 0.768
H: -6.063 0.113 2.274
O: 0.617 4.920 0.288
S: 0.988 4.766 -1.121
O: 1.480 3.469 -1.516
C: -0.406 5.255 -2.169
C: 0.073 6.449 -3.010
C: 1.225 7.076 -2.088
C: 2.121 5.997 -1.517
H: -1.113 5.560 -1.417
H: -0.761 4.349 -2.674
H: 0.520 6.208 -3.989
H: -0.719 7.167 -3.205
H: 0.739 7.711 -1.341
H: 1.852 7.773 -2.676
H: 2.609 6.220 -0.588
H: 2.818 5.669 -2.269
O: 2.216 -0.238 0.897
S: 0.988 -0.737 0.419
O: 0.533 -2.008 1.000
C: -0.299 0.487 0.440
C: -0.481 0.959 -1.088
C: -0.182 -0.287 -1.907
C: 1.070 -0.932 -1.346
H: 0.092 1.192 1.122
H: -1.122 -0.034 0.956
H: -1.391 1.476 -1.305
H: 0.293 1.717 -1.255
H: -0.121 -0.081 -2.957
H: -0.985 -1.033 -1.754
H: 1.996 -0.380 -1.669
H: 1.214 -1.979 -1.612

Values from the calculation:
Calculated total energy ... -8451.20785 a.u.



Question: The highest calculated total energy belongs to which entry?
Answer: C56H147N9O21



Question: Among the records above, which one has the lowest calculated total energy?
Answer: C56H148N18O16P6S5



Question: Which formula does entry 2 have?
Answer: C56H148N18O16P6S5